[1]
The following is a quantum chemistry calculation of a gas-phase ion, C5H4N (charge +1) at a distorted geometry, from OMol25.

Element x y z (Å)
C1 1.567 0.575 -0.044
C2 -0.930 -0.719 -0.012
C3 -0.827 0.781 0.003
C4 0.379 1.284 -0.002
C5 0.358 -1.363 0.004
N1 1.430 -0.786 0.074
H1 2.441 0.995 -0.445
H2 -0.988 -1.035 1.065
H3 -1.713 -1.117 -0.690
H4 -1.717 1.386 0.048

Summary:
Total charge: +1
Energy above the lowest of the compared OMol25 structures with the same formula, charge and spin (kJ/mol): 238.46
HOMO-LUMO gap (alpha / beta) (eV): 8.35 / 7.18
Structure (SMILES): C1=CCC#[N+]C=1
E_LUMO (alpha / beta) (eV): -7.21 / -7.52
DFT total energy (eV): -6725.868

These are the Löwdin partial charges, in e, on atoms 1 to 4: 0.06, -0.09, 0.04, 0.14

---

[2]
The following is a quantum chemistry calculation of 4 unconnected molecules or ions with the total composition C26H17O16, from OMol25.

Element x y z (Å)
C1 1.254 -3.287 2.959
C2 2.360 -2.481 2.355
C3 2.216 -1.255 1.857
C4 3.399 -0.566 1.264
O1 3.261 0.240 0.355
C5 4.696 -0.930 1.873
C6 4.885 -2.159 2.362
C7 6.214 -2.561 3.066
O2 6.593 -3.710 2.837
O3 6.664 -1.654 3.766
C8 3.733 -3.105 2.216
O4 3.806 -4.286 1.940
H1 1.653 -4.066 3.609
H2 0.601 -2.645 3.550
H3 0.667 -3.790 2.191
H4 1.268 -0.730 1.866
H5 5.475 -0.181 1.950
C9 -2.660 -0.208 2.013
C10 -3.669 0.229 1.249
C11 -3.615 1.548 0.506
O5 -4.595 1.820 -0.170
C12 -2.441 2.377 0.632
C13 -1.428 1.944 1.397
C14 -1.478 0.618 2.129
O6 -0.491 0.326 2.778
O7 -0.299 2.604 1.593
O8 -4.802 -0.433 1.055
H6 -2.678 -1.152 2.539
H7 -2.416 3.315 0.099
H8 0.254 2.033 2.167
H9 -5.331 0.126 0.451
C15 -3.088 -3.909 0.129
C16 -3.508 -4.399 -1.045
C17 -2.663 -4.340 -2.302
O9 -3.163 -4.834 -3.300
C18 -1.363 -3.724 -2.240
C19 -0.933 -3.229 -1.066
C20 -1.778 -3.299 0.194
O10 -1.284 -2.816 1.195
O11 0.238 -2.652 -0.907
O12 -4.683 -4.976 -1.239
H10 -3.687 -3.944 1.029
H11 -0.769 -3.681 -3.142
H12 0.340 -2.398 0.033
H13 -4.694 -5.231 -2.185
C21 -0.770 4.850 -3.423
C22 -0.104 5.556 -4.347
C23 1.276 6.136 -4.094
O13 1.771 6.749 -5.026
C24 1.894 5.935 -2.809
C25 1.231 5.226 -1.880
C26 -0.144 4.640 -2.138
O14 -0.632 4.020 -1.211
O15 1.691 4.971 -0.673
O16 -0.562 5.823 -5.558
H14 -1.753 4.434 -3.595
H15 2.875 6.355 -2.635
H16 1.021 4.414 -0.223
H17 0.143 6.341 -5.998

Summary:
Total charge: -1
HOMO-LUMO gap (eV): 4.70
E_LUMO (eV): -0.16
DFT total energy (eV): -59997.244

These are the Löwdin partial charges, in e, on atoms 1 to 4: -0.03, -0.18, 0.03, -0.38

---

[3]
The following is a quantum chemistry calculation of a molecular structure, C26H38BeCl2F9MgN2O20S4V at a distorted geometry, from OMol25.

Element x y z (Å)
C1 0.926 0.793 -1.991
C2 0.232 2.118 -2.180
C3 -1.118 2.362 -3.080
N1 -1.078 3.575 -3.982
C4 -0.867 4.869 -3.228
C5 0.312 5.701 -4.035
C6 1.841 5.221 -3.665
O1 2.742 5.355 -4.819
C7 2.840 4.114 -5.603
C8 3.335 2.664 -4.970
O2 2.547 4.191 -6.930
S1 -2.746 3.711 -4.593
O3 -2.876 4.889 -5.636
O4 -3.194 2.337 -5.226
F1 -3.853 3.952 -3.260
H1 1.968 0.760 -1.417
H2 0.385 -0.148 -2.430
H3 0.658 3.072 -1.603
H4 -1.206 1.417 -3.804
H5 -2.092 2.303 -2.395
H6 -0.675 4.753 -2.079
H7 -1.849 5.541 -3.326
H8 0.143 5.605 -5.206
H9 0.212 6.836 -3.743
H10 2.234 5.996 -2.847
H11 1.858 4.170 -3.143
H12 3.763 2.810 -3.882
H13 4.131 2.147 -5.658
H14 2.350 2.011 -4.872
N2 1.347 -1.774 0.191
O5 1.092 -1.932 1.396
O6 2.433 -1.281 -0.155
O7 0.515 -2.109 -0.669
C9 0.758 -6.039 2.998
C10 -0.600 -6.551 2.525
O8 -1.035 -5.606 1.550
S2 0.269 -5.002 0.778
O9 0.438 -5.731 -0.460
O10 0.210 -3.561 0.841
O11 1.398 -5.522 1.832
H15 0.643 -5.220 3.715
H16 1.364 -6.831 3.446
H17 -1.324 -6.625 3.340
H18 -0.505 -7.525 2.033
Be1 3.147 1.063 -3.421
C11 -4.672 -0.616 -3.266
C12 -5.880 -1.245 -2.556
C13 -6.040 -0.867 -1.087
F2 -4.972 -1.213 -0.335
F3 -7.110 -1.507 -0.542
F4 -5.837 -2.595 -2.722
F5 -7.002 -0.830 -3.225
O12 -3.483 -1.412 -3.333
C14 -2.664 -1.390 -2.165
C15 -2.627 -2.736 -1.432
F6 -3.871 -3.184 -1.122
F7 -1.948 -2.638 -0.259
F8 -3.061 -0.364 -1.372
F9 -1.414 -1.066 -2.592
H19 -4.964 -0.482 -4.314
H20 -4.462 0.401 -2.910
H21 -6.209 0.209 -0.973
H22 -2.141 -3.500 -2.046
C16 3.180 1.963 5.557
C17 2.444 1.134 6.318
C18 1.475 0.274 5.513
O13 0.756 -0.606 5.998
C19 1.378 0.506 4.048
C20 2.106 1.344 3.289
C21 3.150 2.128 4.080
O14 3.973 2.897 3.575
O15 2.023 1.542 2.037
O16 2.473 0.995 7.579
H23 3.906 2.608 6.040
H24 0.616 -0.100 3.572
O17 4.527 -1.613 6.347
V1 3.490 -3.012 6.577
O18 2.453 -4.412 6.806
Mg1 -6.410 0.911 0.715
C22 -4.596 3.565 3.256
S3 -2.940 4.069 2.727
O19 -1.967 3.562 3.749
C23 -3.176 5.837 3.031
H25 -4.666 2.477 3.185
H26 -4.768 3.872 4.290
H27 -5.343 4.018 2.600
H28 -3.435 6.005 4.078
H29 -3.969 6.217 2.382
H30 -2.243 6.356 2.801
C24 4.849 6.338 -7.654
Cl1 6.222 5.839 -6.659
Cl2 5.378 7.331 -9.017
H31 4.344 5.447 -8.037
H32 4.156 6.918 -7.039
C25 4.546 -8.560 4.502
S4 3.150 -9.690 4.723
O20 1.893 -8.884 4.588
C26 3.423 -9.981 6.488
H33 4.551 -8.215 3.465
H34 4.442 -7.700 5.168
H35 5.480 -9.087 4.711
H36 3.387 -9.036 7.033
H37 4.393 -10.462 6.633
H38 2.634 -10.641 6.856

Summary:
Total charge: +2
HOMO-LUMO gap (eV): 1.19
E_LUMO (eV): -10.19
DFT total energy (eV): -195831.501

These are the Löwdin partial charges, in e, on atoms 1 to 4: -0.04, -0.05, -0.22, -0.21

---

[4]
The following is a quantum chemistry calculation of a molecular structure, C7H8AlBiCl2O4 at a distorted geometry, from OMol25.

Element x y z (Å)
Bi1 -0.569 -0.228 -4.805
Al1 -1.426 -0.123 0.120
Cl1 -1.122 -1.944 -1.093
Cl2 -2.800 1.407 -0.178
C1 0.432 0.722 -0.674
C2 0.633 -2.060 -4.256
C3 1.045 1.003 -5.798
O1 1.372 1.074 -1.229
O2 0.951 -3.053 -3.745
O3 1.707 1.938 -6.007
C4 -1.142 -0.147 4.267
C5 -0.507 -1.494 3.904
C6 -0.210 -1.481 2.414
O4 -1.088 -0.369 1.862
C7 -1.690 0.471 2.991
H1 -1.925 -0.268 5.018
H2 -0.382 0.513 4.695
H3 -1.208 -2.308 4.110
H4 0.397 -1.695 4.480
H5 0.820 -1.206 2.167
H6 -0.499 -2.389 1.875
H7 -2.778 0.400 2.892
H8 -1.365 1.505 2.834

Summary:
Total charge: +4
Energy above the lowest of the compared OMol25 structures with the same formula, charge and spin (kJ/mol): 0.00
HOMO-LUMO gap (alpha / beta) (eV): 6.44 / 3.85
E_LUMO (alpha / beta) (eV): -17.30 / -19.88
DFT total energy (eV): -53011.015

These are the Löwdin partial charges, in e, on atoms 1 to 4: 1.70, -0.44, 0.34, 0.49

---

[5]
The following is a quantum chemistry calculation of a molecular structure, C4H6O2 at a distorted geometry, from OMol25.

Element x y z (Å)
O1 3.006 0.519 1.118
C1 2.308 0.196 0.283
C2 -0.086 0.978 -0.523
C3 -0.744 -0.121 -0.892
C4 -1.464 -0.011 0.430
O2 -0.605 1.133 0.746
H1 1.169 -1.683 0.202
H2 0.604 1.699 -0.940
H3 0.520 -1.558 -0.150
H4 -0.825 -0.704 -1.795
H5 -1.386 -0.783 1.202
H6 -2.494 0.334 0.320

Summary:
Total charge: 0
Energy above the lowest of the compared OMol25 structures with the same formula, charge and spin (kJ/mol): 408.32
HOMO-LUMO gap (eV): 9.99
E_LUMO (eV): 1.08
DFT total energy (eV): -8336.229

These are the Löwdin partial charges, in e, on atoms 1 to 4: 0.08, -0.01, -0.25, -0.12

---

[6]
The following is a quantum chemistry calculation of a molecular structure, C25H18IrNPS2Se3Te at a distorted geometry, from OMol25.

Element x y z (Å)
Ir1 0.691 0.417 0.277
Se1 2.093 -1.548 -0.288
Se2 2.014 -2.236 -2.500
Te1 0.353 -0.491 -3.304
Se3 -1.076 -0.535 -1.255
S1 2.649 1.638 1.033
C1 2.152 2.624 -0.271
N1 1.150 2.179 -0.952
C2 0.710 3.087 -1.903
C3 -0.407 2.955 -2.729
C4 -0.694 3.971 -3.618
C5 0.108 5.114 -3.693
C6 1.203 5.266 -2.864
C7 1.490 4.247 -1.963
S2 2.747 4.174 -0.758
H1 -1.029 2.074 -2.642
H2 -1.556 3.885 -4.266
H3 -0.138 5.896 -4.398
H4 1.816 6.156 -2.906
C8 -0.949 5.807 3.034
C9 0.227 5.091 2.872
C10 0.189 3.787 2.401
C11 -1.028 3.182 2.076
C12 -2.206 3.909 2.256
C13 -2.163 5.212 2.733
P1 -0.983 1.454 1.473
C14 -2.681 1.167 0.898
C15 -3.421 0.105 1.401
C16 -4.703 -0.143 0.919
C17 -5.244 0.667 -0.064
C18 -4.502 1.724 -0.580
C19 -3.225 1.967 -0.109
C20 -0.566 0.337 2.798
C21 -0.901 0.188 4.135
C22 -0.253 -0.808 4.848
C23 0.711 -1.605 4.227
C24 1.045 -1.448 2.885
C25 0.392 -0.473 2.128
H5 -0.919 6.827 3.397
H6 1.180 5.545 3.110
H7 1.110 3.228 2.284
H8 -3.163 3.460 2.037
H9 -3.085 5.761 2.871
H10 -2.996 -0.534 2.167
H11 -5.272 -0.974 1.315
H12 -6.241 0.472 -0.437
H13 -4.916 2.349 -1.361
H14 -2.636 2.774 -0.530
H15 -1.631 0.834 4.609
H16 -0.483 -0.963 5.895
H17 1.217 -2.367 4.807
H18 1.807 -2.085 2.457

Summary:
Spin multiplicity: 2
Total charge: 0
Energy above the lowest of the compared OMol25 structures with the same formula, charge and spin (kJ/mol): 0.00
HOMO-LUMO gap (alpha / beta) (eV): 7.14 / 5.57
E_LUMO (alpha / beta) (eV): -0.38 / -1.90
DFT total energy (eV): -264840.831
Expectation value of S²: 0.756

These are the Löwdin partial charges, in e, on atoms 1 to 4: 0.44, 0.17, -0.07, 0.37

---

Copy entry 1 word for word.
The following is a quantum chemistry calculation of a gas-phase ion, C5H4N (charge +1) at a distorted geometry, from OMol25.

Element x y z (Å)
C1 1.567 0.575 -0.044
C2 -0.930 -0.719 -0.012
C3 -0.827 0.781 0.003
C4 0.379 1.284 -0.002
C5 0.358 -1.363 0.004
N1 1.430 -0.786 0.074
H1 2.441 0.995 -0.445
H2 -0.988 -1.035 1.065
H3 -1.713 -1.117 -0.690
H4 -1.717 1.386 0.048

Summary:
Total charge: +1
Energy above the lowest of the compared OMol25 structures with the same formula, charge and spin (kJ/mol): 238.46
HOMO-LUMO gap (alpha / beta) (eV): 8.35 / 7.18
Structure (SMILES): C1=CCC#[N+]C=1
E_LUMO (alpha / beta) (eV): -7.21 / -7.52
DFT total energy (eV): -6725.868

These are the Löwdin partial charges, in e, on atoms 1 to 4: 0.06, -0.09, 0.04, 0.14